88
Properties=species:S:1:pos:R:3:mulliken_charge:R:1 method="wB97M-V/def2-TZVPD" relative_energy_ev=1.0189 e_homo_ev=-3.342 molar_mass_g_mol=907.6 gap_ev=5.093 total_charge=-1 e_tot_ha=-6520.2953 largest_force_ha_per_bohr=0.01142 multiplicity=1
Pd -0.617 -0.849 1.869 -0.304
N 0.877 -3.006 2.594 -0.274
C 1.361 -2.082 3.609 1.282
C 2.296 -2.686 4.701 -1.328
C 1.733 -2.575 6.122 -0.425
C 1.750 -1.152 6.703 -1.177
N 1.070 -0.144 5.905 -0.010
C -0.252 -0.087 5.829 0.372
N -1.042 -0.824 6.647 -0.387
N -0.835 0.762 4.983 -0.279
C 2.111 -0.914 2.922 0.611
O 2.269 0.134 3.621 -0.881
O 2.603 -1.126 1.802 -0.780
H 0.508 -3.855 3.001 0.264
H 1.621 -3.204 1.935 0.270
H 0.466 -1.713 4.108 -0.607
H 3.279 -2.207 4.665 0.311
H 2.450 -3.743 4.467 0.401
H 2.317 -3.202 6.804 0.467
H 0.717 -2.984 6.126 0.235
H 2.789 -0.826 6.782 0.438
H 1.347 -1.146 7.720 0.404
H 1.580 0.097 4.974 0.319
H -0.651 -1.670 7.022 0.280
H -2.012 -0.936 6.379 0.185
H -0.285 1.272 4.279 0.267
H -1.723 0.449 4.612 0.254
Se -3.683 -3.248 5.643 -0.396
C -2.741 -2.351 4.374 -0.117
N -2.126 -1.683 3.648 -0.463
C -3.346 0.244 0.332 -1.319
C -2.481 1.309 -0.337 1.336
C -1.680 2.147 0.650 -1.461
S -0.374 1.282 1.593 1.686
O -0.173 2.257 2.734 -1.073
C 1.030 1.579 0.438 0.517
C 2.081 2.523 1.002 -0.407
C 1.672 3.989 0.935 -1.219
H -4.011 -0.241 -0.388 0.396
H -3.958 0.679 1.125 0.384
H -2.694 -0.506 0.789 0.147
H -3.112 2.004 -0.904 0.399
H -1.805 0.842 -1.063 -0.909
H -2.325 2.534 1.442 0.523
H -1.201 3.001 0.163 0.336
H 0.617 1.956 -0.502 -0.421
H 1.452 0.590 0.276 -0.252
H 3.000 2.362 0.429 0.529
H 2.301 2.221 2.028 0.134
H 1.450 4.288 -0.097 0.192
H 2.469 4.641 1.302 0.448
H 0.785 4.163 1.542 0.223
Cl -1.735 4.373 -2.633 -0.223
C -1.341 2.792 -3.229 0.429
C -0.037 2.337 -3.158 -1.254
C 0.250 1.072 -3.644 0.402
C -0.727 0.250 -4.197 0.912
C -0.306 -1.084 -4.783 -1.111
C -0.770 -2.300 -3.982 -1.382
N -0.311 -2.209 -2.617 0.388
C 1.000 -2.150 -2.194 -1.050
C 0.955 -1.945 -0.846 -0.472
N -0.353 -1.871 -0.435 0.121
C -1.080 -2.033 -1.508 -0.227
O -0.761 -1.233 -6.123 -0.449
C 0.244 -0.960 -7.089 -0.957
C 0.658 0.482 -7.021 0.213
C 1.880 0.949 -6.650 0.621
Cl 3.266 0.012 -6.247 -0.205
S 1.942 2.660 -6.531 -0.209
C 0.293 2.779 -6.985 -0.420
C -0.258 1.562 -7.215 -0.515
C -2.031 0.738 -4.221 1.074
Cl -3.343 -0.217 -4.854 -0.253
C -2.348 2.001 -3.752 -0.789
H 0.737 2.959 -2.730 0.393
H 1.270 0.710 -3.597 0.341
H 0.789 -1.081 -4.770 0.340
H -0.384 -3.203 -4.459 0.310
H -1.857 -2.357 -3.981 0.346
H 1.825 -2.267 -2.878 0.444
H 1.756 -1.823 -0.129 0.477
H -2.159 -2.013 -1.555 0.406
H -0.206 -1.188 -8.055 0.451
H 1.110 -1.614 -6.948 0.375
H -0.180 3.745 -7.049 0.462
H -1.294 1.410 -7.483 0.400
H -3.368 2.353 -3.782 0.488

***

80
Properties=species:S:1:pos:R:3:mulliken_charge:R:1 method="wB97M-V/def2-TZVPD" relative_energy_ev=0.0000 e_homo_ev="-8.447 / -11.056" molar_mass_g_mol=916.8 gap_ev="5.795 / 6.185" s_squared=8.795 total_charge=+1 e_tot_ha=-4810.1269 largest_force_ha_per_bohr=0.04035 multiplicity=6
Ir -0.257 1.033 0.077 2.504
O 3.527 -0.097 -2.173 -0.449
C 2.502 0.339 -1.454 -0.204
O 1.343 0.122 -1.745 -0.425
C 2.892 1.142 -0.266 0.158
C 4.196 1.476 0.002 -0.396
C 4.474 2.284 1.119 -1.033
C 3.429 2.733 1.888 -0.684
C 2.120 2.359 1.557 -0.049
N 1.853 1.541 0.497 0.086
C 0.957 2.820 2.272 0.049
O 1.189 3.622 3.314 -0.533
O -0.196 2.506 1.945 -0.635
H 3.182 -0.624 -2.912 0.444
H 4.980 1.122 -0.650 0.632
H 5.492 2.560 1.356 0.452
H 3.591 3.376 2.741 0.599
H 0.336 3.900 3.679 0.414
C -3.529 -0.565 -0.276 -1.110
Si -1.967 -0.115 -1.222 0.795
C -1.229 -1.715 -1.858 -0.855
C -2.590 0.968 -2.622 0.591
C -3.441 0.494 -3.624 -0.684
C -3.980 1.360 -4.561 -0.746
C -3.688 2.719 -4.503 -0.747
C -2.847 3.202 -3.515 -0.735
C -2.287 2.333 -2.575 0.533
Si -1.069 2.883 -1.280 0.308
C -1.735 4.254 -0.205 -1.162
C 0.533 3.433 -2.096 -1.173
H -4.249 -0.926 -1.018 0.479
H -3.979 0.305 0.203 0.273
H -3.407 -1.352 0.470 0.255
H -1.946 -2.193 -2.532 0.511
H -1.037 -2.406 -1.032 -0.062
H -0.298 -1.555 -2.399 0.338
H -3.693 -0.561 -3.676 0.398
H -4.636 0.981 -5.335 0.420
H -4.117 3.395 -5.231 0.410
H -2.625 4.265 -3.483 0.380
H -2.117 5.059 -0.839 0.464
H -0.959 4.668 0.441 0.296
H -2.557 3.907 0.424 0.340
H 0.307 4.277 -2.757 0.490
H 0.960 2.637 -2.707 0.267
H 1.275 3.767 -1.367 0.287
C -3.473 0.301 3.171 -1.144
C -2.020 0.177 3.615 -0.550
Sb -0.719 -0.656 2.148 -1.164
C 1.111 -0.806 3.263 -0.166
C 0.956 -0.622 4.769 -1.352
C -1.309 -2.703 2.051 -0.288
C -1.220 -3.395 3.408 -1.216
H -4.094 0.646 3.999 0.413
H -3.883 -0.651 2.830 0.289
H -3.576 1.020 2.358 0.227
H -1.924 -0.443 4.507 0.502
H -1.598 1.155 3.849 0.341
H 1.795 -0.065 2.845 0.223
H 1.524 -1.788 3.023 0.531
H 0.583 0.372 5.020 0.312
H 1.921 -0.743 5.265 0.411
H 0.271 -1.351 5.203 0.321
H -0.642 -3.165 1.321 0.301
H -2.319 -2.749 1.644 0.388
H -0.196 -3.418 3.783 0.323
H -1.561 -4.428 3.329 0.419
H -1.843 -2.904 4.157 0.292
Se 2.305 -2.473 0.289 0.019
C 2.769 -3.455 -1.196 0.286
C 4.160 -3.626 -1.530 -0.457
C 4.505 -4.315 -2.657 -0.611
C 3.510 -4.863 -3.498 -0.378
C 2.137 -4.697 -3.177 -0.709
C 1.766 -4.013 -2.058 -0.039
H 4.917 -3.209 -0.879 0.412
H 5.549 -4.449 -2.908 0.398
H 3.794 -5.414 -4.382 0.406
H 1.383 -5.122 -3.825 0.412
H 0.721 -3.882 -1.810 0.356

***

78
Properties=species:S:1:pos:R:3:mulliken_charge:R:1 method="wB97M-V/def2-TZVPD" relative_energy_ev=0.0000 e_homo_ev="-16.648 / -16.962" molar_mass_g_mol=750.0 gap_ev="6.161 / 5.952" total_charge=+3 e_tot_ha=-2698.8401 largest_force_ha_per_bohr=0.00875 multiplicity=1
Pb 0.092 -1.004 -0.066 1.071
O 0.880 -1.577 2.589 -0.374
C 2.187 -2.187 2.722 -0.500
C 3.275 -1.141 2.765 -0.974
C 3.290 -0.240 1.523 0.636
C 3.587 -0.997 0.254 0.481
C 4.895 -1.338 -0.068 -0.745
C 5.162 -2.049 -1.222 -0.608
C 4.107 -2.405 -2.053 -1.057
C 2.838 -2.033 -1.678 -0.143
N 2.566 -1.350 -0.548 0.342
H 0.681 -1.098 3.403 0.275
H 2.294 -2.826 1.844 0.298
H 2.212 -2.828 3.603 0.439
H 4.236 -1.653 2.864 0.450
H 3.164 -0.522 3.658 0.408
H 4.046 0.534 1.660 0.694
H 2.326 0.271 1.425 -1.335
H 5.698 -1.031 0.590 0.583
H 6.179 -2.314 -1.480 0.467
H 4.266 -2.951 -2.972 0.513
H 1.993 -2.274 -2.314 0.378
S -0.791 -1.103 -2.745 -0.283
C -2.331 -1.137 -2.102 0.301
N -2.568 -1.136 -0.765 0.178
C -3.875 -1.123 -0.504 -0.518
C -4.462 -1.124 0.796 -0.607
C -5.814 -1.129 0.886 -0.697
C -6.636 -1.135 -0.288 -0.440
C -6.104 -1.137 -1.564 -0.650
C -4.723 -1.132 -1.674 1.312
S -3.762 -1.144 -3.093 -0.104
H -3.832 -1.133 1.675 0.485
H -6.294 -1.136 1.855 0.454
H -7.712 -1.143 -0.167 0.439
H -6.743 -1.145 -2.436 0.468
C -2.564 2.785 -1.248 -1.411
C -1.204 3.498 -1.213 0.717
C -1.330 4.971 -0.778 -1.548
P 0.030 2.581 -0.236 -0.092
C 1.700 2.733 -0.943 0.819
C 1.813 1.888 -2.219 -1.182
C 2.066 4.203 -1.221 -1.632
C -0.024 2.765 1.575 1.411
C 0.734 4.010 2.065 -1.591
C -1.460 2.677 2.103 -1.652
H -3.199 3.283 -1.981 0.520
H -3.067 2.837 -0.283 0.300
H -2.471 1.737 -1.543 0.173
H -0.770 3.465 -2.217 0.493
H -1.915 5.069 0.135 0.319
H -1.865 5.500 -1.568 0.473
H -0.374 5.473 -0.643 0.333
H 2.370 2.323 -0.179 0.123
H 1.057 2.158 -2.960 0.259
H 1.737 0.818 -2.018 0.163
H 2.788 2.066 -2.674 0.512
H 1.458 4.616 -2.026 0.358
H 3.106 4.223 -1.554 0.489
H 1.985 4.846 -0.349 0.382
H 0.520 1.877 1.926 -0.038
H 0.268 4.932 1.719 0.309
H 1.782 4.006 1.770 0.388
H 0.699 4.013 3.156 0.474
H -2.057 3.538 1.811 0.331
H -1.429 2.662 3.193 0.468
H -1.971 1.772 1.769 0.320
C -0.312 -6.126 0.087 -0.239
C -0.529 -5.347 1.214 -0.934
C -0.440 -3.976 1.104 -0.172
N -0.152 -3.363 -0.060 0.288
C 0.048 -4.125 -1.152 0.156
C -0.022 -5.500 -1.116 -1.033
H -0.370 -7.205 0.145 0.438
H -0.766 -5.794 2.169 0.474
H -0.595 -3.337 1.963 0.555
H 0.254 -3.612 -2.081 0.367
H 0.143 -6.069 -2.021 0.471

***

79
Properties=species:S:1:pos:R:3:mulliken_charge:R:1 method="wB97M-V/def2-TZVPD" smiles="C=Cc1c(CCCCOC)c(C=C)c2nsnc2c1[C@@H](C)CC.CC#N.CC#N.CC#N.CC#N.CC#N" e_homo_ev=-7.244 molar_mass_g_mol=535.8 gap_ev=6.208 total_charge=0 e_tot_ha=-1985.7243 largest_force_ha_per_bohr=0.12137 multiplicity=1
C 1.811 2.212 3.274 -0.789
C 1.334 1.992 1.939 -0.574
C 0.357 0.822 1.470 0.277
C 0.775 -0.723 1.484 0.920
C 2.243 -1.214 1.937 -0.716
C 3.441 -0.404 1.235 0.347
C 4.687 -1.305 0.774 -0.401
C 5.813 -0.266 0.213 -0.554
O 7.161 -0.792 0.300 -0.384
C 8.079 0.352 0.288 -0.611
C -0.266 -1.802 1.048 0.288
C -0.008 -3.379 1.053 -0.730
C 0.151 -3.999 2.377 -0.556
C -1.709 -1.345 0.552 0.155
N -2.770 -2.205 0.078 -0.689
S -4.060 -1.116 -0.303 0.103
N -3.477 0.475 0.026 -0.529
C -2.118 0.190 0.497 0.679
C -1.065 1.288 0.985 -0.058
C -1.516 2.816 0.916 0.026
C -1.810 3.183 -0.657 -1.157
C -2.797 3.158 1.871 -0.321
C -2.218 3.475 3.348 -1.055
H 2.453 1.498 3.890 0.239
H 1.570 3.242 3.745 0.263
H 1.736 2.712 1.124 0.319
H 2.367 -2.330 1.663 0.254
H 2.260 -1.136 3.087 0.286
H 3.065 0.152 0.295 -0.387
H 3.755 0.426 1.983 0.182
H 5.120 -1.974 1.612 0.273
H 4.308 -1.985 -0.084 0.230
H 5.750 0.647 0.929 0.355
H 5.527 0.142 -0.826 0.262
H 7.552 1.329 -0.051 0.287
H 8.940 0.207 -0.474 0.251
H 8.447 0.534 1.356 0.240
H 0.017 -4.041 0.123 0.183
H -0.726 -4.524 2.902 0.250
H 1.167 -4.033 2.899 0.273
H -0.696 3.563 1.248 0.487
H -1.533 2.251 -1.263 0.192
H -1.064 4.002 -0.968 0.314
H -2.901 3.488 -0.837 0.310
H -3.273 4.107 1.425 0.453
H -3.483 2.244 1.854 -0.050
H -1.158 3.086 3.531 0.232
H -2.899 2.917 4.096 0.302
H -2.241 4.610 3.480 0.273
C 1.192 -0.314 -3.063 -0.464
C 1.974 0.650 -2.221 0.432
N 2.593 1.409 -1.552 -0.580
H 0.315 -0.661 -2.513 0.197
H 0.864 0.177 -3.982 0.390
H 1.813 -1.172 -3.321 -0.023
C 4.281 -2.497 -5.478 -0.814
C 2.837 -2.470 -5.073 0.538
N 1.697 -2.450 -4.750 -0.566
H 4.914 -2.315 -4.608 0.255
H 4.529 -3.471 -5.902 0.285
H 4.471 -1.724 -6.226 0.347
C -6.963 2.513 1.467 -0.485
C -6.191 3.463 2.334 0.255
N -5.581 4.213 3.019 -0.441
H -7.849 2.161 1.998 0.381
H -7.274 3.016 0.550 0.078
H -6.339 1.655 1.208 0.221
C 0.863 -5.910 -2.328 -0.744
C 2.236 -5.507 -2.777 0.392
N 3.320 -5.189 -3.132 -0.445
H 0.152 -5.111 -2.545 0.254
H 0.552 -6.815 -2.851 0.334
H 0.865 -6.103 -1.253 0.225
C -9.371 2.038 -1.700 -0.704
C -8.913 0.848 -0.908 0.370
N -8.551 -0.091 -0.284 -0.427
H -9.033 2.957 -1.218 0.259
H -8.960 1.993 -2.710 0.261
H -10.461 2.047 -1.759 0.279

***

What did the third record say?
78
Properties=species:S:1:pos:R:3:mulliken_charge:R:1 method="wB97M-V/def2-TZVPD" relative_energy_ev=0.0000 e_homo_ev="-16.648 / -16.962" molar_mass_g_mol=750.0 gap_ev="6.161 / 5.952" total_charge=+3 e_tot_ha=-2698.8401 largest_force_ha_per_bohr=0.00875 multiplicity=1
Pb 0.092 -1.004 -0.066 1.071
O 0.880 -1.577 2.589 -0.374
C 2.187 -2.187 2.722 -0.500
C 3.275 -1.141 2.765 -0.974
C 3.290 -0.240 1.523 0.636
C 3.587 -0.997 0.254 0.481
C 4.895 -1.338 -0.068 -0.745
C 5.162 -2.049 -1.222 -0.608
C 4.107 -2.405 -2.053 -1.057
C 2.838 -2.033 -1.678 -0.143
N 2.566 -1.350 -0.548 0.342
H 0.681 -1.098 3.403 0.275
H 2.294 -2.826 1.844 0.298
H 2.212 -2.828 3.603 0.439
H 4.236 -1.653 2.864 0.450
H 3.164 -0.522 3.658 0.408
H 4.046 0.534 1.660 0.694
H 2.326 0.271 1.425 -1.335
H 5.698 -1.031 0.590 0.583
H 6.179 -2.314 -1.480 0.467
H 4.266 -2.951 -2.972 0.513
H 1.993 -2.274 -2.314 0.378
S -0.791 -1.103 -2.745 -0.283
C -2.331 -1.137 -2.102 0.301
N -2.568 -1.136 -0.765 0.178
C -3.875 -1.123 -0.504 -0.518
C -4.462 -1.124 0.796 -0.607
C -5.814 -1.129 0.886 -0.697
C -6.636 -1.135 -0.288 -0.440
C -6.104 -1.137 -1.564 -0.650
C -4.723 -1.132 -1.674 1.312
S -3.762 -1.144 -3.093 -0.104
H -3.832 -1.133 1.675 0.485
H -6.294 -1.136 1.855 0.454
H -7.712 -1.143 -0.167 0.439
H -6.743 -1.145 -2.436 0.468
C -2.564 2.785 -1.248 -1.411
C -1.204 3.498 -1.213 0.717
C -1.330 4.971 -0.778 -1.548
P 0.030 2.581 -0.236 -0.092
C 1.700 2.733 -0.943 0.819
C 1.813 1.888 -2.219 -1.182
C 2.066 4.203 -1.221 -1.632
C -0.024 2.765 1.575 1.411
C 0.734 4.010 2.065 -1.591
C -1.460 2.677 2.103 -1.652
H -3.199 3.283 -1.981 0.520
H -3.067 2.837 -0.283 0.300
H -2.471 1.737 -1.543 0.173
H -0.770 3.465 -2.217 0.493
H -1.915 5.069 0.135 0.319
H -1.865 5.500 -1.568 0.473
H -0.374 5.473 -0.643 0.333
H 2.370 2.323 -0.179 0.123
H 1.057 2.158 -2.960 0.259
H 1.737 0.818 -2.018 0.163
H 2.788 2.066 -2.674 0.512
H 1.458 4.616 -2.026 0.358
H 3.106 4.223 -1.554 0.489
H 1.985 4.846 -0.349 0.382
H 0.520 1.877 1.926 -0.038
H 0.268 4.932 1.719 0.309
H 1.782 4.006 1.770 0.388
H 0.699 4.013 3.156 0.474
H -2.057 3.538 1.811 0.331
H -1.429 2.662 3.193 0.468
H -1.971 1.772 1.769 0.320
C -0.312 -6.126 0.087 -0.239
C -0.529 -5.347 1.214 -0.934
C -0.440 -3.976 1.104 -0.172
N -0.152 -3.363 -0.060 0.288
C 0.048 -4.125 -1.152 0.156
C -0.022 -5.500 -1.116 -1.033
H -0.370 -7.205 0.145 0.438
H -0.766 -5.794 2.169 0.474
H -0.595 -3.337 1.963 0.555
H 0.254 -3.612 -2.081 0.367
H 0.143 -6.069 -2.021 0.471